1.
This record from the OMol25 dataset describes one molecule with the formula C3H5N2PS. The level of theory is ωB97M-V with the def2-TZVPD basis set.

Positions of all 12 atoms, in Å:
C  2.11538  0.88220  0.31958
C  0.63999  0.51818  0.01687
N  -0.06736  1.44432  -0.60128
S  -1.64515  1.61678  -0.86551
N  0.11191  -0.64902  0.37479
C  -0.78944  -1.40720  0.26286
P  -2.56526  -1.46726  0.30402
H  2.03516  1.89765  0.92194
H  2.66750  0.14452  0.86500
H  2.66904  1.06471  -0.70283
H  -2.61340  -2.90687  0.13020
H  -2.55836  -1.13801  -1.02563

Atoms 1-3, force components in eV/Å:
-0.8081 2.3774 -1.3099
2.2434 2.9975 -1.0320
0.7530 -0.5522 0.9491

## Properties
SMILES: C/C(N=S)=N/C#[PH2]
LUMO: -1.224 eV
Orbital gap: 6.158 eV
Highest occupied orbital energy: -7.4 eV

=====

2.
This record from the OMol25 dataset describes an isolated ion of composition C3H5N2S2 and charge +1. The level of theory is ωB97M-V with the def2-TZVPD basis set.

Positions of all 12 atoms, in Å:
C  -1.28570  1.40871  0.04037
C  -3.25174  -0.09321  -0.02588
C  0.60827  -0.05700  -0.13453
N  -1.76274  -0.77140  -0.15115
N  -0.77916  0.18288  -0.00397
S  -4.49052  -1.07624  -0.17680
S  -2.98184  1.58908  0.05802
H  -0.66704  2.19140  0.03542
H  1.13478  0.72876  0.52467
H  0.81182  -0.27883  -1.10275
H  0.94464  -0.97218  0.44507
H  -1.56222  -1.71938  -0.01844

Atoms 1-3, force components in eV/Å:
-1.2006 -4.2032 0.1282
2.9064 -3.8967 -0.8407
1.8727 -0.6285 5.3009

## Properties
LUMO: -4.896 eV
Orbital gap: 8.555 eV
Total charge: +1
Highest occupied orbital energy: -13.5 eV

=====

3.
This record from the OMol25 dataset describes an isolated ion of composition C3H5N2S2 and charge +1. The level of theory is ωB97M-V with the def2-TZVPD basis set.

Positions of all 12 atoms, in Å:
H  -0.47437  1.56702  -1.90203
N  0.39472  1.57207  -1.32648
N  0.63248  0.58742  -0.66594
C  0.05642  -0.67165  -0.47414
C  1.71486  0.71837  0.35582
S  3.34204  1.61513  -0.03688
C  3.09920  -0.00051  0.47274
S  3.70394  -1.51122  0.36256
H  0.75823  -1.45985  -0.72147
H  -0.89181  -0.76366  -1.04012
H  -0.23802  -0.94240  0.58742
H  1.23398  0.89932  1.25446

Atoms 1-3, force components in eV/Å:
0.4166 -0.7651 0.2197
-0.6146 0.7014 -0.7035
2.4521 0.7488 1.8720

## Properties
SMILES: [H]/N=[N+](\C)[C@@H]1SC1=S
LUMO: -6.227 eV
Orbital gap: 6.788 eV
Total charge: +1
Highest occupied orbital energy: -13.0 eV

=====

4.
This record from the OMol25 dataset describes one molecule with the formula C3H5N3. The level of theory is ωB97M-V with the def2-TZVPD basis set.

Positions of all 11 atoms, in Å:
C  1.48756  -0.42090  0.27699
N  -0.00100  -0.17565  -0.06603
C  -1.43427  -0.73878  -0.62108
N  -2.26993  0.22585  -0.53603
N  -1.67275  1.36179  -0.02057
C  -0.42336  1.06904  0.21665
H  2.14585  0.40609  -0.06319
H  1.89106  -1.32450  -0.17958
H  1.68186  -0.49868  1.36258
H  -1.60525  -1.75802  -0.99695
H  0.20024  1.85377  0.62720

Atoms 1-3, force components in eV/Å:
-0.5316 -0.3568 -0.2429
-1.4058 0.0622 -0.3708
2.7999 0.6339 0.9566

## Properties
SMILES: Cn1cnnc1
LUMO: 0.694 eV
Orbital gap: 10.309 eV
Highest occupied orbital energy: -9.6 eV

=====

5.
This record from the OMol25 dataset describes one molecule with the formula C3H5N3. The level of theory is ωB97M-V with the def2-TZVPD basis set.

Positions of all 11 atoms, in Å:
C  -1.88594  -0.16662  0.02137
N  -0.45093  -0.18030  -0.27748
C  0.36444  0.81213  -0.10791
N  1.66737  0.85344  -0.01953
C  2.23664  -0.59961  0.01430
N  1.47136  -1.56740  -0.07907
H  -2.48768  -0.39479  -0.86769
H  -2.09687  -0.93940  0.76770
H  -2.24670  0.79067  0.43309
H  0.10472  1.87924  -0.00232
H  3.32359  -0.48735  0.11753

Atoms 1-3, force components in eV/Å:
0.2159 -0.1019 0.1248
0.1355 -0.1488 -0.2003
0.9585 0.8434 0.3131

## Properties
LUMO (alpha / beta): -1.189 / -1.969 eV
Orbital gap (alpha / beta): 8.110 / 7.051 eV
Highest occupied orbital energy (alpha / beta): -9.3 / -9.0 eV

=====

6.
This record from the OMol25 dataset describes one molecule with the formula C3H5N3. The level of theory is ωB97M-V with the def2-TZVPD basis set.

Positions of all 11 atoms, in Å:
N  -1.97321  -0.11169  0.02926
C  -0.45364  -0.04559  0.04214
N  0.34582  -1.04991  0.04189
N  1.69462  -0.66000  0.01161
C  2.13352  0.56526  0.00760
C  -1.10278  1.09811  0.05974
H  -2.40081  -0.46299  -0.82665
H  -2.45570  -0.41203  0.87286
H  2.26179  -1.50492  -0.00585
H  3.23719  0.46708  -0.01552
H  -1.28680  2.11668  -0.21707

Atoms 1-3, force components in eV/Å:
-0.3862 -0.3840 0.0099
-0.0105 0.1326 -0.0279
-0.1968 0.1551 0.0176

## Properties
LUMO: 0.655 eV
Orbital gap: 8.378 eV
Highest occupied orbital energy: -7.7 eV

=====

7.
This record from the OMol25 dataset describes a 4-piece molecular cluster, C3H5N3 overall. The level of theory is ωB97M-V with the def2-TZVPD basis set.

Positions of all 11 atoms, in Å:
C  -0.12116  0.27465  -2.10601
C  -0.08165  0.09571  -0.62598
C  0.47722  -0.96500  0.02096
H  0.66558  -1.00182  -2.86624
H  -1.67615  0.19821  -2.28107
H  0.45274  1.64635  -2.19125
H  1.02841  -1.90690  -0.22987
H  0.47870  -1.17647  2.17781
N  0.40007  -0.67749  1.30875
N  -0.25030  0.50772  1.49209
N  -0.52058  0.99955  0.29298

Atoms 1-3, force components in eV/Å:
-1.3066 1.0742 -0.8220
0.7587 -0.6115 -0.9728
1.4784 -2.3090 -0.3068

## Properties
LUMO: -0.024 eV
Orbital gap: 9.212 eV
Highest occupied orbital energy: -9.2 eV

=====

8.
This record from the OMol25 dataset describes one molecule with the formula C3H5N3. The level of theory is ωB97M-V with the def2-TZVPD basis set.

Positions of all 11 atoms, in Å:
C  -1.62600  -0.30308  0.02724
N  -0.15759  -0.18406  -0.13217
C  0.45997  1.00873  -0.09085
N  1.76200  0.89463  -0.02022
C  1.93326  -0.44994  -0.00572
N  0.81731  -1.16811  -0.06596
H  -2.18600  -0.50908  -0.89416
H  -1.88110  -1.06068  0.76854
H  -2.00463  0.65691  0.40818
H  -0.06710  1.94943  -0.07618
H  2.94987  -0.83476  0.08131

Atoms 1-3, force components in eV/Å:
0.1554 -0.1569 0.0478
0.2280 0.3546 0.2869
-0.0529 0.2077 0.0580

## Properties
SMILES: Cn1cncn1
LUMO: 0.860 eV
Orbital gap: 10.844 eV
Highest occupied orbital energy: -10.0 eV

=====

9.
This record from the OMol25 dataset describes a 2-piece molecular cluster, C3H5N3 overall. The level of theory is ωB97M-V with the def2-TZVPD basis set.

Positions of all 11 atoms, in Å:
C  -2.10992  -0.64992  0.10066
C  -1.42110  -0.79859  -1.17925
N  -0.84016  -0.88848  -2.17521
N  3.28010  0.69195  1.18772
N  2.23561  0.72260  0.52362
C  1.15218  0.64733  0.02886
H  -1.41011  -0.22414  0.82688
H  -2.96523  0.02116  -0.01031
H  -2.46004  -1.62085  0.45907
H  3.66024  1.64060  1.23886
H  0.87843  0.45833  -1.00090

Atoms 1-3, force components in eV/Å:
-0.0196 0.0102 0.0496
0.4481 -0.0756 -0.8096
-0.5856 0.0699 0.9207

## Properties
LUMO: 0.749 eV
Orbital gap: 9.901 eV
Highest occupied orbital energy: -9.2 eV

=====

10.
This record from the OMol25 dataset describes C3H5N3 as an isolated structure. The level of theory is ωB97M-V with the def2-TZVPD basis set.

Positions of all 11 atoms, in Å:
N  1.95412  -0.20856  -0.18379
C  0.59139  -0.08504  -0.00972
C  -0.20975  1.04085  -0.24797
N  -1.49337  0.72916  0.03442
C  -1.41262  -0.65059  0.36072
N  -0.16202  -1.13354  0.35841
H  2.34677  -1.00858  0.29221
H  2.48874  0.63611  -0.04609
H  0.06354  2.00973  -0.64382
H  -1.91280  -0.18430  -0.74847
H  -2.25400  -1.14524  0.83410

Atoms 1-3, force components in eV/Å:
0.0645 0.0014 0.0964
-0.0950 0.0302 0.0090
0.0835 0.0168 -0.0349

## Properties
LUMO: 1.029 eV
Orbital gap: 9.802 eV
Highest occupied orbital energy: -8.8 eV

=====

11.
This record from the OMol25 dataset describes C3H5N3 as an isolated structure. The level of theory is ωB97M-V with the def2-TZVPD basis set.

Positions of all 11 atoms, in Å:
N  1.72409  -1.07890  0.73353
C  0.55324  -0.44489  0.28123
N  0.79147  0.72966  -0.47876
N  -0.26093  1.29464  -0.82600
C  -1.60872  0.22774  0.02992
C  -0.74194  -0.71832  0.52260
H  1.49643  -1.97189  1.15097
H  2.41287  -1.19741  0.00047
H  -0.08557  2.16582  -1.32867
H  -2.28731  0.00072  -0.79417
H  -1.99363  0.99283  0.70887

Atoms 1-3, force components in eV/Å:
-0.0449 -0.1325 -0.0424
-0.0998 -0.0035 0.0120
-0.4602 0.0908 -0.0529

## Properties
LUMO (alpha / beta): 0.113 / 0.112 eV
Orbital gap (alpha / beta): 8.248 / 8.247 eV
Highest occupied orbital energy (alpha / beta): -8.1 / -8.1 eV

=====

12.
This record from the OMol25 dataset describes C3H5N3 as an isolated structure. The level of theory is ωB97M-V with the def2-TZVPD basis set.

Positions of all 11 atoms, in Å:
C  -0.78071  1.29783  0.67266
N  -0.69190  -0.08527  0.26315
C  0.32721  -0.67023  -0.32299
N  -0.14597  -1.72294  -0.96796
C  1.70522  -0.22970  -0.27710
N  2.80536  0.12456  -0.23225
H  0.20959  1.70288  0.91498
H  -1.22259  1.91713  -0.11760
H  -1.41280  1.37308  1.56130
H  -1.22332  -1.16705  -0.35791
H  0.42991  -2.54028  -1.13627

Atoms 1-3, force components in eV/Å:
0.0369 0.1284 0.0648
0.1795 -0.0230 -0.0836
-0.2285 0.0246 0.0659

## Properties
LUMO: 0.291 eV
Orbital gap: 9.633 eV
Highest occupied orbital energy: -9.3 eV

=====

Number 1: E -26291.6582 eV. Number 2: E -27833.0314 eV. Number 3: E -27831.3612 eV. Number 4: E -7660.2230 eV. Number 5: E -7657.8015 eV. Number 6: E -7655.8994 eV. Number 7: E -7655.3392 eV. Number 8: E -7661.7654 eV. Number 9: E -7658.9399 eV. Number 10: E -7660.5075 eV. Number 11: E -7658.1531 eV. Number 12: E -7659.5887 eV.